A cluster of 2 separate species, C4H13NO2 in total in a non-equilibrium geometry, computed with ωB97M-V/def2-TZVPD.

Last columns: bonded neighbours and bond lengths (Å).
Positions of all 20 atoms, in Å:
1 H 1.5984 -0.1056 1.6457  C14 1.103
2 H -2.3398 -0.6773 -2.1221  N18 1.048
3 H -1.5770 1.4864 -0.5851  C6 1.011
4 H 0.7819 -1.5428 0.0313  C11 1.164
5 H 0.1817 0.6784 1.9141  C14 1.054
6 C -1.9329 0.7458 0.0046  H3 1.011, C7 1.619, H17 1.114, H20 1.124
7 C -1.1909 -0.6688 -0.2590  C6 1.619, C11 1.504, H15 1.101, N18 1.402
8 O 1.0861 0.2130 -0.7036  H9 1.000, C11 1.391
9 H 0.5321 0.8446 -1.2451  O8 1.000
10 O 3.8118 1.2684 -0.3533  H16 0.968, H19 0.992
11 C 0.2508 -0.5131 0.1386  H4 1.164, C7 1.504, O8 1.391, C14 1.478
12 H 0.3944 -1.1122 2.2507  C14 1.093
13 H -1.1566 -1.8705 -2.0101  N18 1.020
14 C 0.5092 -0.2630 1.5718  H1 1.103, H5 1.054, C11 1.478, H12 1.093
15 H -1.6435 -1.3500 0.4782  C7 1.101
16 H 3.0005 0.7467 -0.4378  O10 0.968
17 H -2.9514 0.5216 -0.3861  C6 1.114
18 N -1.5092 -1.0156 -1.5793  H2 1.048, C7 1.402, H13 1.020
19 H 3.9493 1.4326 0.6153  O10 0.992
20 H -1.7948 1.1811 1.0313  C6 1.124

Summary:
LUMO energy (eV): 0.8
SMILES string: C[C@H](O)[C@@H](C)N.O

=====

A cluster of 3 separate species, C4H13NO2 in total in a non-equilibrium geometry, computed with ωB97M-V/def2-TZVPD.

Last columns: bonded neighbours and bond lengths (Å).
Positions of all 20 atoms, in Å:
1 H -2.1948 -0.0313 -0.1824  O3 0.975
2 H 0.4693 1.1314 2.6951  C19 1.120
3 O -2.4318 -0.3146 0.7201  H1 0.975, H17 0.961
4 C 2.1555 0.1253 -0.5574  C7 1.557, H10 1.085, H13 1.097, H18 1.106
5 H 1.6599 1.6126 1.5671  C19 1.118
6 H 0.3960 -2.6617 -0.1235  C15 1.086
7 C 0.8041 -0.5343 -0.1521  C4 1.557, N12 1.370, C15 1.344
8 H -0.6560 -0.3411 1.2443  N12 1.019
9 H 0.6575 -1.9452 -1.7556  C15 1.108
10 H 3.0258 -0.3173 -0.0846  C4 1.085
11 O -1.1870 0.7169 -1.6973  H14 0.974, H16 0.965
12 N 0.2415 0.0445 0.9545  C7 1.370, H8 1.019, C19 1.424
13 H 2.1219 0.0209 -1.6494  C4 1.097
14 H -0.5652 -0.0316 -1.7332  O11 0.974
15 C 0.5039 -1.7342 -0.6788  H6 1.086, C7 1.344, H9 1.108
16 H -1.6728 0.7310 -2.5311  O11 0.965
17 H -2.1684 0.3315 1.3804  O3 0.961
18 H 2.1473 1.2161 -0.3766  C4 1.106
19 C 0.5970 1.2678 1.5909  H2 1.120, H5 1.118, N12 1.424, H20 1.103
20 H -0.0418 2.1295 1.3321  C19 1.103

Summary:
LUMO energy (eV): 0.7
SMILES string: C=C(C)NC.O.O

=====

A cluster of 3 separate species, C4H13NO2 in total, computed with ωB97M-V/def2-TZVPD.

Last columns: bonded neighbours and bond lengths (Å).
Positions of all 20 atoms, in Å:
1 H 1.1931 -1.0628 -1.2196  N18 1.009
2 H -0.4047 0.1527 2.0331  C6 1.097
3 O -2.4880 0.8467 -2.3399  H12 0.970, H15 0.961
4 H 0.3753 2.2287 0.9968  C9 1.091
5 H 1.1723 0.1417 2.6652  C6 1.075
6 C 0.6488 0.1490 1.7262  H2 1.097, H5 1.075, C7 1.520, C9 1.538
7 C 0.9730 -1.0523 0.8528  C6 1.520, H16 1.092, N18 1.462, H20 1.100
8 H 2.0318 1.6769 1.1869  C9 1.093
9 C 1.0330 1.3675 0.8699  H4 1.091, C6 1.538, H8 1.093, C10 1.528
10 C 1.0364 0.8593 -0.5711  C9 1.528, H11 1.090, N18 1.471, H19 1.085
11 H 1.9998 0.9785 -1.0656  C10 1.090
12 H -2.5843 0.0288 -1.8274  O3 0.970
13 O -2.0888 -1.4855 -0.6703  H14 0.984, H17 0.965
14 H -1.1049 -1.4632 -0.6543  O13 0.984
15 H -2.8053 1.5290 -1.7422  O3 0.961
16 H 0.3042 -1.8728 1.1224  C7 1.092
17 H -2.2749 -2.4316 -0.7119  O13 0.965
18 N 0.6906 -0.5686 -0.4972  H1 1.009, C7 1.462, C10 1.471
19 H 0.2841 1.3637 -1.1681  C10 1.085
20 H 2.0084 -1.3856 1.0143  C7 1.100

Summary:
LUMO energy (eV): 0.8
SMILES string: C1CCNC1.O.O

=====

A cluster of 2 separate species, C4H13NO2 in total in a non-equilibrium geometry, computed with ωB97M-V/def2-TZVPD.

Last columns: bonded neighbours and bond lengths (Å).
Positions of all 20 atoms, in Å:
1 C -0.6335 1.2594 0.0929  C3 1.515, C4 1.512, H16 1.078, H17 1.079
2 H 1.1956 -1.5089 0.2223  N9 1.004
3 C -2.0781 1.6663 0.3005  C1 1.515, H10 1.101, H12 1.092, O19 1.412
4 C -0.3665 -0.1190 0.6540  C1 1.512, H6 1.088, N9 1.435, H20 1.098
5 O 1.4638 -3.6158 -3.2628  H11 0.959, H13 0.959
6 H -1.0675 -0.8227 0.2104  C4 1.088
7 H 2.9650 -0.1581 1.0263  C8 1.080
8 C 1.9556 0.0029 1.3742  H7 1.080, N9 1.442, H15 1.091, H18 1.077
9 N 0.9871 -0.5572 0.4640  H2 1.004, C4 1.435, C8 1.442
10 H -2.2983 1.8922 1.3549  C3 1.101
11 H 2.0706 -3.7353 -2.5294  O5 0.959
12 H -2.7122 0.8072 0.0706  C3 1.092
13 H 1.5435 -4.3758 -3.8417  O5 0.959
14 H -3.2974 2.7053 -0.8452  O19 0.971
15 H 1.9321 -0.4262 2.3770  C8 1.091
16 H -0.0299 2.0033 0.5876  C1 1.078
17 H -0.4244 1.3492 -0.9618  C1 1.079
18 H 1.7794 1.0557 1.5173  C8 1.077
19 O -2.3795 2.7642 -0.5342  C3 1.412, H14 0.971
20 H -0.6057 -0.1868 1.7230  C4 1.098

Summary:
LUMO energy (eV): 0.8
SMILES string: CNCCCO.O

=====

A cluster of 3 separate species, C4H13NO2 in total in a non-equilibrium geometry, computed with ωB97M-V/def2-TZVPD.

Last columns: bonded neighbours and bond lengths (Å).
Positions of all 20 atoms, in Å:
1 C -1.1369 0.1902 0.2040  C3 1.505, C4 1.538, C20 1.327
2 H 2.4926 -0.9573 0.9557  O8 0.957
3 C -2.0007 0.1753 1.4365  C1 1.505, H10 1.087, H11 1.117, H19 1.096
4 C -0.8900 -1.1680 -0.4741  C1 1.538, H9 1.093, H16 1.087, H17 1.097
5 H -0.8130 2.3185 0.2452  C20 1.106
6 H 1.0213 2.2947 -0.9009  N13 1.010
7 H 2.5635 -0.4459 -2.4363  O18 0.955
8 O 2.4760 -0.5900 1.8389  H2 0.957, H15 0.972
9 H -0.4489 -1.0962 -1.4713  C4 1.093
10 H -1.8231 1.0643 2.0356  C3 1.087
11 H -3.0599 0.1733 1.0825  C3 1.117
12 H 1.3781 -0.3402 -1.3839  O18 0.965
13 N 0.4717 1.4823 -1.1414  H6 1.010, H14 1.016, C20 1.431
14 H 0.1850 1.6294 -2.1051  N13 1.016
15 H 1.9962 -1.1762 2.4481  O8 0.972
16 H -1.8973 -1.5762 -0.5063  C4 1.087
17 H -0.1604 -1.7662 0.0852  C4 1.097
18 O 2.2459 -0.7154 -1.5772  H7 0.955, H12 0.965
19 H -1.9947 -0.8288 1.8762  C3 1.096
20 C -0.6053 1.3324 -0.2115  C1 1.327, H5 1.106, N13 1.431

Summary:
LUMO energy (eV): 0.7
SMILES string: CC(C)=CN.O.O

=====

A cluster of 3 separate species, C4H13NO2 in total in a non-equilibrium geometry, computed with ωB97M-V/def2-TZVPD.

Last columns: bonded neighbours and bond lengths (Å).
Positions of all 20 atoms, in Å:
1 H -2.3529 -0.3328 -0.2340  O8 0.961
2 H 1.4752 -0.6332 -0.7045  C18 1.087
3 N 1.1694 1.9331 -1.4378  C12 1.386, H14 1.002, H15 1.000
4 H 0.1363 1.3538 2.2594  C11 1.086
5 C 0.4836 -0.6664 1.2845  H7 1.097, C11 1.550, H17 1.059, C18 1.512
6 H 1.0814 0.1790 3.1827  C11 1.090
7 H -0.4574 -1.2219 1.1909  C5 1.097
8 O -3.1187 -0.4692 -0.7977  H1 0.961, H10 0.959
9 H 0.6329 -1.8644 -3.1448  O20 0.957
10 H -3.8804 -0.6757 -0.2537  O8 0.959
11 C 0.2585 0.2971 2.4772  H4 1.086, C5 1.550, H6 1.090, H16 1.088
12 C 0.6964 1.2619 -0.3210  N3 1.386, C18 1.331, H19 1.065
13 H -0.7238 -1.7719 -2.2538  O20 0.959
14 H 1.2582 2.9298 -1.3925  N3 1.002
15 H 1.7998 1.4590 -2.0523  N3 1.000
16 H -0.6291 0.0171 3.0416  C11 1.088
17 H 1.1950 -1.3915 1.5826  C5 1.059
18 C 0.9351 -0.0074 0.0010  H2 1.087, C5 1.512, C12 1.331
19 H 0.1325 1.9257 0.2914  C12 1.065
20 O -0.0918 -2.3220 -2.7193  H9 0.957, H13 0.959

Summary:
LUMO energy (eV): 0.8
SMILES string: CC/C=C/N.O.O

=====

A cluster of 2 separate species, C4H13NO2 in total in a non-equilibrium geometry, computed with ωB97M-V/def2-TZVPD.

Last columns: bonded neighbours and bond lengths (Å).
Positions of all 20 atoms, in Å:
1 N -0.9397 1.1578 1.3233  C6 1.435, H12 1.004, H18 0.999
2 C -1.1217 -1.0011 -0.8646  H3 1.094, C4 1.513, O10 1.430, C11 1.528
3 H -1.5800 -1.1884 0.1110  C2 1.094
4 C -0.5775 -2.2805 -1.4616  C2 1.513, H8 1.083, H9 1.086, H20 1.097
5 O 4.5308 1.6733 3.3073  H15 0.966, H17 0.964
6 C -0.5251 1.3342 -0.0393  N1 1.435, C11 1.526, H13 1.092, H16 1.095
7 H -2.6833 -1.0984 -2.0382  O10 0.961
8 H 0.0867 -2.8210 -0.7987  C4 1.083
9 H -1.3840 -2.9441 -1.7605  C4 1.086
10 O -2.0856 -0.4075 -1.7390  C2 1.430, H7 0.961
11 C -0.0159 0.0321 -0.6509  C2 1.528, C6 1.526, H14 1.096, H19 1.084
12 H -1.7842 1.6131 1.6202  N1 1.004
13 H -1.4188 1.7001 -0.5483  C6 1.092
14 H 0.7220 -0.3887 0.0414  C11 1.096
15 H 3.9203 1.1792 2.7454  O5 0.966
16 H 0.2607 2.0929 -0.1097  C6 1.095
17 H 4.6757 2.4892 2.8153  O5 0.964
18 H -0.4678 0.6649 2.0526  N1 0.999
19 H 0.4182 0.2391 -1.6227  C11 1.084
20 H -0.0308 -2.0461 -2.3829  C4 1.097

Summary:
LUMO energy (eV): 0.6
SMILES string: C[C@H](O)CCN.O

=====

A cluster of 3 separate species, C4H13NO2 in total in a non-equilibrium geometry, computed with ωB97M-V/def2-TZVPD.

Last columns: bonded neighbours and bond lengths (Å).
Positions of all 20 atoms, in Å:
1 N 0.2926 -0.4798 -0.1896  C3 1.432, H18 1.076, C20 1.550
2 C -1.1167 -1.1967 1.7945  H4 1.129, H6 1.069, H13 1.082, C20 1.546
3 C -0.5466 -0.7719 -1.3126  N1 1.432, H5 1.134, C19 1.351
4 H -0.2182 -1.8552 1.9778  C2 1.129
5 H -0.9650 0.2172 -1.6754  C3 1.134
6 H -1.5027 -1.1362 2.7893  C2 1.069
7 O 2.9771 -1.2328 -1.6108  H10 0.931, H14 1.004
8 H -2.1255 -1.6381 -2.4887  C19 1.169
9 H -0.0461 0.8478 1.3531  C20 1.090
10 H 3.7905 -1.6084 -1.3558  O7 0.931
11 H 0.1837 4.4031 1.1095  O15 0.955
12 H -1.4787 0.5796 0.3906  C20 1.178
13 H -1.8519 -1.6466 1.1405  C2 1.082
14 H 3.2497 -0.5737 -2.3179  O7 1.004
15 O 0.6875 4.9698 1.6894  H11 0.955, H17 0.950
16 H -1.0076 -3.0535 -1.7335  C19 1.241
17 H 0.2863 5.8290 1.7400  O15 0.950
18 H 1.1368 0.1694 -0.3423  N1 1.076
19 C -1.1226 -1.8317 -1.9210  C3 1.351, H8 1.169, H16 1.241
20 C -0.6226 0.0085 0.9627  N1 1.550, C2 1.546, H9 1.090, H12 1.178

Summary:
LUMO energy (eV): 0.7
SMILES string: C=CNCC.O.O

=====

A cluster of 2 separate species, C4H13NO2 in total in a non-equilibrium geometry, computed with ωB97M-V/def2-TZVPD.

Last columns: bonded neighbours and bond lengths (Å).
Positions of all 20 atoms, in Å:
1 H 0.2836 1.6391 -0.7450  C16 1.094
2 H -1.4945 0.6381 0.9156  C18 1.117
3 H -1.7172 -1.5625 0.9348  O4 0.970
4 O -1.1295 -1.3310 0.1987  H3 0.970, C18 1.470
5 H -3.2082 0.0534 -1.0916  C12 1.104
6 H 1.1845 -0.0952 1.4021  N7 1.003
7 N 0.9131 0.8238 1.1058  H6 1.003, C9 1.488, C16 1.523
8 H -0.0981 -3.0628 -0.4851  O14 0.974
9 C 2.2288 1.4835 0.8868  N7 1.488, H15 1.038, H19 1.109, H20 1.157
10 H -1.9048 -0.2937 -2.0917  C12 1.125
11 H 0.8357 -2.3079 0.5132  O14 1.021
12 C -2.1493 0.3480 -1.2002  H5 1.104, H10 1.125, H13 1.003, C18 1.496
13 H -2.1314 1.3114 -1.4776  C12 1.003
14 O 0.8177 -3.0799 -0.1543  H8 0.974, H11 1.021
15 H 2.2881 2.5174 0.8103  C9 1.038
16 C 0.2189 0.6701 -0.2406  H1 1.094, N7 1.523, H17 1.062, C18 1.571
17 H 0.5879 -0.1181 -0.8494  C16 1.062
18 C -1.2367 0.1161 -0.0380  H2 1.117, O4 1.470, C12 1.496, C16 1.571
19 H 2.6872 1.1064 -0.0496  C9 1.109
20 H 3.0240 1.1436 1.6559  C9 1.157

Summary:
LUMO energy (eV): 0.7
SMILES string: CNC[C@@H](C)O.O

=====

A cluster of 2 separate species, C4H13NO2 in total in a non-equilibrium geometry, computed with ωB97M-V/def2-TZVPD.

Last columns: bonded neighbours and bond lengths (Å).
Positions of all 20 atoms, in Å:
1 H -1.2628 -0.4021 -2.4824  O17 0.954
2 H 0.8058 -2.1331 -0.2490  C14 1.061
3 H 1.6533 0.0358 -1.3915  C10 1.087
4 H -0.8615 2.6653 1.4209  C20 1.085
5 H 2.5343 0.4189 0.1800  C10 1.088
6 C -0.4565 -0.5085 0.2700  C14 1.562, H15 1.091, H18 1.084, N19 1.467
7 O -1.0775 0.9190 2.5323  H11 0.957, C20 1.442
8 H -1.4424 -1.3898 -3.6737  O17 0.959
9 H -2.1727 1.4523 0.9567  C20 1.091
10 C 2.0503 -0.3273 -0.4471  H3 1.087, H5 1.088, H12 1.097, C14 1.541
11 H -0.3694 1.2572 3.0806  O7 0.957
12 H 2.9563 -0.8609 -0.7591  C10 1.097
13 H 0.5900 1.2768 0.2765  N19 1.010
14 C 0.9494 -1.1853 0.2049  H2 1.061, C6 1.562, C10 1.541, H16 1.093
15 H -0.9401 -0.7629 -0.6738  C6 1.091
16 H 1.3656 -1.2864 1.2102  C14 1.093
17 O -1.8909 -0.7636 -3.1027  H1 0.954, H8 0.959
18 H -0.9191 -0.9887 1.1243  C6 1.084
19 N -0.3667 0.9557 0.2442  C6 1.467, H13 1.010, C20 1.459
20 C -1.1454 1.6275 1.2785  H4 1.085, O7 1.442, H9 1.091, N19 1.459

Summary:
LUMO energy (eV): 0.7
SMILES string: CCCNCO.O

=====

A cluster of 3 separate species, C4H13NO2 in total in a non-equilibrium geometry, computed with ωB97M-V/def2-TZVPD.

Last columns: bonded neighbours and bond lengths (Å).
Positions of all 20 atoms, in Å:
1 O 1.9694 1.8526 -1.5998  H7 1.036, H20 1.033
2 H -2.5443 2.4389 1.3360  O3 0.959
3 O -1.9718 2.1817 0.6109  H2 0.959, H18 1.023
4 C 0.7426 -1.8512 -0.7703  C5 1.536, H8 1.132, H11 1.084, H14 1.071
5 C -0.2959 -0.7883 -0.3797  C4 1.536, C9 1.385, N12 1.366
6 H 1.9722 -0.8498 1.4172  C10 1.108
7 H 1.2796 2.5514 -1.9316  O1 1.036
8 H 1.7851 -1.4998 -1.0378  C4 1.132
9 C -1.5022 -0.6123 -1.0366  C5 1.385, H17 1.098, H19 1.140
10 C 0.9439 -0.6268 1.7647  H6 1.108, N12 1.534, H13 1.053, H15 1.142
11 H 0.8259 -2.4916 0.1009  C4 1.084
12 N 0.1255 0.0184 0.6388  C5 1.366, C10 1.534, H16 1.012
13 H 0.8610 -0.0021 2.6088  C10 1.053
14 H 0.3236 -2.4646 -1.5422  C4 1.071
15 H 0.6668 -1.6166 2.2623  C10 1.142
16 H -0.5764 0.6009 1.0768  N12 1.012
17 H -2.1032 -1.4382 -1.4399  C9 1.098
18 H -1.9837 2.9757 -0.0333  O3 1.023
19 H -1.8708 0.4583 -0.9051  C9 1.140
20 H 1.3527 1.1635 -1.1401  O1 1.033

Summary:
LUMO energy (eV): 0.3
SMILES string: C=C(C)NC.O.O

=====

A cluster of 3 separate species, C4H13NO2 in total in a non-equilibrium geometry, computed with ωB97M-V/def2-TZVPD.

Last columns: bonded neighbours and bond lengths (Å).
Positions of all 20 atoms, in Å:
1 H 0.8644 -2.5911 0.8252  C6 1.092
2 H -0.0995 -0.7792 -0.1395  N8 1.016
3 H 2.0916 -1.2899 -0.6852  C20 1.092
4 O -1.4016 0.7438 2.5047  H9 0.963, H10 0.967
5 H 2.5574 0.9002 -1.9476  C18 1.092
6 C 0.7701 -1.6590 1.3869  H1 1.092, N8 1.498, H12 1.089, H19 1.089
7 C 0.4763 0.9396 -2.0748  H13 1.082, H14 1.081, C18 1.323
8 N 0.5969 -0.4482 0.5225  H2 1.016, C6 1.498, C20 1.478
9 H -1.8855 0.0002 2.1314  O4 0.963
10 H -0.8349 1.0545 1.7852  O4 0.967
11 H -3.2764 -0.2872 -0.7194  O16 0.963
12 H 1.6435 -1.5333 2.0259  C6 1.089
13 H -0.4471 0.7187 -1.5552  C7 1.082
14 H 0.4504 1.1707 -3.1308  C7 1.081
15 H -2.1992 0.7757 -0.4895  O16 0.964
16 O -2.7713 0.3983 -1.1682  H11 0.963, H15 0.964
17 H 2.6251 0.0374 0.3170  C20 1.091
18 C 1.6135 0.5630 -1.5143  H5 1.092, C7 1.323, C20 1.490
19 H -0.1714 -1.6761 1.9343  C6 1.089
20 C 1.8048 -0.3028 -0.3165  H3 1.092, N8 1.478, H17 1.091, C18 1.490

Summary:
LUMO energy (eV): 0.5
SMILES string: C=CCNC.O.O

=====

In eV, the gap between HOMO and LUMO values for the records above are, in order, 10.03 8.16 9.99 9.12 9.36 8.82 9.21 9.23 10.16 9.82 7.81 10.10.
In kJ/mol, the ΔE to the lowest compared entry with this formula, charge and spin values for the records above are, in order, 146.2 224.8 22.0 111.9 114.2 111.1 63.9 323.1 160.1 131.8 229.8 169.0.